1.
ORCA calculation (ωB97M-V/def2-TZVPD) on a structure of composition C28H32N4Ru at a distorted geometry.

```
65
Properties=species:S:1:pos:R:3:forces:R:3
H 1.72398 -3.42758 -3.22162 -0.0261 -0.0204 -0.0172
C -3.75471 -3.67034 1.07676 -0.0708 0.0358 0.0228
C 1.95139 -1.47564 2.49331 0.0469 -0.1942 0.1746
C -1.57498 2.61361 -4.04885 0.0165 0.0073 -0.0007
H 2.21908 -0.89378 -2.99930 0.0478 0.0218 0.0221
H -3.76650 -4.74005 1.27806 0.0180 -0.0057 -0.0132
H -4.77025 -3.31263 1.25698 0.0120 0.0153 -0.0374
Ru -0.24110 -0.07732 0.11650 0.4946 -0.2933 -1.1806
C -1.53225 -3.60173 -2.31203 0.0503 0.0715 -0.0148
C -2.16806 1.57706 -1.99068 -0.1375 0.0761 -0.1771
C -1.84278 2.74737 1.38952 -0.0152 0.1014 0.0745
H -2.53386 3.22282 0.69718 0.0136 -0.0119 -0.0288
C 0.67200 -1.97912 -2.05062 -0.0637 -0.1428 -0.2063
H -2.90775 1.25677 -1.27368 0.0424 0.0153 -0.0365
H -2.48052 -2.06446 -1.14962 0.0430 -0.0239 0.0333
C -2.55277 2.24220 -3.13535 0.0091 -0.0433 0.0411
C -1.32796 -0.93758 2.23812 -0.1462 0.0214 0.0533
C -2.49459 -1.54722 1.72700 0.0396 0.1238 -0.0352
C 4.30449 -1.70367 2.19648 -0.0184 -0.0313 0.0288
C -1.56666 -2.42382 -1.60257 -0.1158 -0.1081 -0.1311
H 1.87210 2.26802 -1.78973 0.0586 -0.0574 0.0581
H 5.26680 -2.09642 2.49729 0.0041 0.0198 0.0099
C 4.18543 -0.91087 1.06388 -0.1099 0.0677 -0.0292
N -0.88652 1.28574 -1.71516 0.0476 -0.2334 0.6474
H -4.00196 1.27800 0.56421 0.0423 0.0039 -0.0269
N 1.66344 0.23780 -1.29843 -0.3473 -0.0660 0.4512
H -3.59721 2.45875 -3.31093 0.0029 0.0000 0.0182
H -1.83807 3.14292 -4.95522 0.0019 -0.0156 -0.0082
H -4.37027 -1.12896 0.74567 0.0143 -0.0052 0.0070
H -2.58132 -2.61481 4.18079 0.0096 -0.0362 0.0092
H 0.53080 2.54279 -4.48011 0.0045 0.0113 0.0176
C -2.75491 -2.99357 2.00846 -0.0087 -0.2308 0.2056
C -3.43820 -0.70914 1.10452 0.0498 0.0306 -0.0217
C -2.05113 1.26889 1.46928 0.1208 0.0815 0.2419
C -3.22205 0.65469 0.98721 -0.0042 -0.0581 0.0148
H 3.20711 -2.55270 3.84651 -0.0213 -0.0140 -0.0102
H -0.81942 2.99877 1.10194 -0.0095 0.0063 -0.0161
C -1.11044 0.44767 2.14856 -0.4521 0.1644 0.3047
H 5.05331 -0.65357 0.47098 -0.0011 0.0081 0.0145
H -3.51855 -3.53258 0.02075 -0.0158 -0.0434 0.0367
H -0.25048 -4.92364 -3.43073 -0.0054 0.0066 -0.0135
C 0.77921 -3.16717 -2.76072 0.0325 0.1056 -0.0348
C 0.05307 1.62460 -2.60378 0.0294 0.0362 -0.2001
H 2.66880 -1.60811 -1.46722 0.0195 0.0500 0.0318
H -0.32099 0.91495 2.73012 0.1126 -0.0144 -0.1268
H -2.42355 -4.20324 -2.42156 -0.0174 0.0163 0.0261
N -0.48257 -1.63879 -1.45932 0.2408 0.2147 0.6760
H -1.99943 3.19551 2.37528 -0.0373 -0.0364 0.0019
H -3.33782 -4.15279 3.73833 0.0016 -0.0017 0.0299
H -0.67234 -1.54508 2.84395 -0.0496 0.0008 -0.1030
H 2.58874 1.53596 0.05377 0.0305 0.0631 -0.1141
C 1.48376 1.35423 -2.24509 -0.1641 0.2566 -0.1338
H 1.06572 -1.69445 3.07007 0.0754 0.0163 -0.0772
C 2.79264 0.56441 -0.40302 0.2031 -0.0447 0.1314
C -0.32417 -3.99277 -2.88379 0.0012 0.0229 0.0221
H 3.72909 0.64963 -0.96106 -0.0435 0.0072 -0.0571
C 1.87203 -1.06326 -1.97718 0.0370 -0.1899 -0.0220
C 3.16533 -1.96972 2.93736 -0.0141 0.0498 -0.0427
H -1.79679 -3.52339 1.96625 0.0259 0.0601 -0.0859
H 2.06989 1.19065 -3.15174 0.0391 -0.0296 0.0358
C 2.93888 -0.42608 0.70678 0.3230 -0.0804 0.0720
C -0.25614 2.28727 -3.78239 -0.0182 -0.0832 0.0417
H -4.24213 -2.64706 3.56572 0.0178 0.0148 0.0362
N 1.82203 -0.73048 1.38920 -0.4448 0.2470 -0.4493
C -3.25403 -3.10039 3.47354 -0.0218 0.0636 -0.1408
```
Positions in Å, forces in eV/Å.

Output
- multiplicity = 6
- HOMO level (spin up / spin down) (eV) = -18.3 / -18.4
- LUMO energy (spin up / spin down) (eV) = -8.734 / -11.979
- charge = +3
- ΔE to the lowest compared entry with this formula, charge and spin (kcal per mole) = 11.6
- expectation value of S² = 8.771
- molecular weight (g mol⁻¹) = 525.66

=====

2.
ORCA calculation (ωB97M-V/def2-TZVPD) on a cluster of 8 separate species, C28H32N8O16 in total at a distorted geometry.

```
84
Properties=species:S:1:pos:R:3:forces:R:3
C 0.78730 2.72296 5.01527 -0.2070 -0.2920 0.0415
C -2.41229 3.23078 -1.98554 0.4055 -0.1965 -0.0532
C 2.86985 -0.04070 -2.66128 -0.2039 -1.3141 -0.3382
H 3.14014 2.05204 -2.45901 0.3929 0.0854 0.0756
H -2.04623 4.47607 -3.68103 -0.0044 -0.0282 -0.0488
H -1.35452 3.06514 -1.81889 0.0222 0.3061 0.2209
C 1.45350 1.60187 3.01001 0.2636 1.1270 0.1300
H -2.60496 -3.54133 0.73754 0.6626 0.7493 -0.3110
C -3.33636 -2.76156 0.92215 -1.1480 -0.9149 0.8873
H 2.67772 -0.12606 3.21338 -0.1628 -0.1206 0.0867
N -0.44013 -1.20897 -1.54245 -0.1238 0.7143 -0.1128
N 0.55959 2.25576 -5.17445 0.0216 -0.1641 0.4382
N 5.49405 0.18212 -5.99839 -0.6284 0.4523 0.4531
O -0.47636 2.81340 -5.43918 -0.6409 0.1047 -0.1564
C -1.48980 -0.65829 4.83022 0.0959 -1.0587 0.2501
O -6.87477 2.17058 -1.06618 0.5469 0.3880 -0.2389
C 0.79510 2.66038 3.62825 -0.0700 -0.2885 0.3594
H -0.10572 -2.76714 1.77168 -0.1012 0.1092 0.2351
C 0.60270 -3.70940 3.56887 1.0752 0.7530 -0.1337
H -6.15818 3.70104 -2.68388 -0.0341 -0.3368 -0.5333
H -3.08572 2.00901 -0.30750 0.1486 -0.0649 -0.0654
H -3.14285 -1.69349 0.94064 0.7153 -0.1163 -0.3306
H 4.10740 -3.28799 2.07385 -0.0051 0.2831 -0.0057
H 2.71580 0.08578 5.71722 -0.1695 -0.3357 -0.2625
O 0.51256 -1.91470 -1.29442 0.3190 -0.6833 0.5296
H 1.42928 1.75682 6.86530 0.1289 0.2139 0.0386
O -1.07669 -1.26384 -2.55909 -0.5848 -0.1826 -0.5838
H 1.63399 -4.52317 5.29319 -0.2765 -0.0976 -0.0813
C 2.09404 0.62171 3.73312 0.5461 0.2880 -0.3111
C 1.45706 1.75914 5.78598 -0.7412 0.5202 -0.9809
C -4.68486 2.72052 -1.53989 0.9889 0.5724 -0.6622
C 0.70010 0.80704 -5.51416 -0.0959 1.0076 -1.8522
C 1.71353 -4.06208 4.31926 0.3911 -0.7044 -0.0372
C 3.07861 -1.16700 -3.46416 -0.0928 0.7448 -0.5202
H 2.20397 -0.22966 -1.82845 0.1105 0.6215 0.2169
O 1.88262 0.53383 1.04205 1.0250 -0.0423 -0.1999
H -1.32643 0.20631 5.46446 -0.0490 0.2235 -0.2483
H 0.36009 0.17973 -4.70196 0.3144 -0.0620 0.1256
C 3.12062 -3.28922 2.52132 -0.0720 -0.5327 -1.0475
H 0.19098 3.53114 5.41848 0.2113 -0.0736 0.4661
C -5.10230 3.47920 -2.62596 0.4214 0.2351 0.4504
C 4.23814 1.24885 -4.12379 1.1197 0.3457 -0.7115
H 1.71429 0.74975 -5.90268 0.2323 -0.6558 0.8336
C -0.68739 -0.06310 -0.61958 0.5784 0.3156 -0.5815
O -5.56583 -2.88027 0.27072 0.3118 -0.1649 0.1393
N -5.69153 2.00463 -0.80271 -1.3719 -0.8737 0.9058
N -4.40835 -2.96953 -0.08769 -0.5710 0.4834 -0.7737
H 4.69704 2.17566 -4.44561 -0.1358 0.0947 0.2126
O -3.23914 -0.23757 3.41548 0.0562 0.0285 -0.3614
O -0.80809 -4.78991 5.01732 0.2167 0.1197 -0.1675
O -5.32775 1.21451 0.04895 0.4751 0.0867 0.0728
H -2.21677 -1.33548 5.27097 -0.1440 0.2479 0.0505
H 2.03264 -2.42835 0.79557 0.3561 0.0767 0.0119
C 3.45329 1.16401 -2.99117 -0.7234 0.1399 -0.0638
O -1.68632 -3.64122 3.42827 0.2746 0.0318 -0.0112
H -1.35609 0.64612 -1.09220 -0.3022 -0.3129 -0.0592
H 0.08945 0.71680 -6.41349 -0.3777 -0.4020 0.3789
C -3.33119 2.59233 -1.18205 -1.2208 -0.0369 -0.3654
O 6.18353 1.17421 -6.05790 0.3849 0.2180 -0.2176
H -1.02371 -0.37534 0.36272 0.1961 -0.1491 -0.0203
H 4.14530 -1.98583 -5.12218 -0.1301 0.1728 -0.2953
N 1.54759 1.58849 1.54409 -2.3306 -0.9582 -0.1561
C 0.76085 -3.01185 2.37302 -0.5593 -0.7996 -0.7936
H -0.57233 -1.22784 4.69782 0.1508 0.3724 -0.2324
C 2.97094 -3.92867 3.74085 -0.0997 0.7789 0.1495
O 1.50567 2.79445 -4.65004 0.4232 0.2288 0.2507
H -4.48052 4.69705 -4.26083 0.1818 -0.0374 -0.1416
O -1.25212 0.03072 2.62558 0.3318 0.0347 -0.4903
C 3.90144 -1.07943 -4.58351 0.5066 -0.4125 0.2201
C 2.00979 -2.86198 1.78425 -0.1138 0.1057 1.1875
O 5.51642 -0.74675 -6.76830 0.1727 -0.3765 -0.3258
H -3.77145 -3.00573 1.89053 -0.1410 0.1159 -0.0650
H 3.87019 -4.27490 4.23097 -0.1536 -0.0543 0.2616
H 2.48984 -2.05638 -3.28519 0.3029 -0.1850 0.1836
O -4.06070 -3.13622 -1.24666 0.1385 -0.1006 0.4873
H 0.31326 0.36530 -0.63067 -0.1437 0.2738 0.7393
O 1.02164 2.48854 0.91229 0.7116 0.3262 0.2606
C -2.80615 3.99226 -3.08219 0.0587 -0.3605 -0.4626
N -0.71705 -4.07521 4.03827 -0.9367 0.1087 0.3730
C 4.52818 0.12829 -4.89498 -1.0134 -0.6554 1.2053
N -2.03282 -0.26428 3.50135 -0.3965 0.0699 0.9773
H 0.21782 3.41062 3.10927 0.2759 -0.1065 -0.4392
C -4.13910 4.07300 -3.44779 -0.5610 0.3425 0.9358
C 2.10472 0.74251 5.10659 0.5739 -0.3668 1.0078
```
Positions in Å, forces in eV/Å.

Output
- structure (SMILES) = O=[N+]([O-])c1ccccc1.O=[N+]([O-])c1ccccc1.O=[N+]([O-])c1ccccc1.O=[N+]([O-])c1ccccc1.C[N+](=O)[O-].C[N+](=O)[O-].C[N+](=O)[O-].C[N+](=O)[O-]
- multiplicity = 1
- HOMO level (eV) = -10.0
- LUMO energy (eV) = -1.347
- charge = 0
- ΔE to the lowest compared entry with this formula, charge and spin (kcal per mole) = 0.0
- molecular weight (g mol⁻¹) = 736.60

=====

3.
ORCA calculation (ωB97M-V/def2-TZVPD) on a structure of composition C28H33AsF7N5SiTi.

```
76
Properties=species:S:1:pos:R:3:forces:R:3
H -3.99647 4.14874 -2.87330 -0.0022 -0.0014 -0.0021
Ti -0.20266 0.18257 -0.11076 -0.0381 0.0230 0.0964
H -3.93495 1.28372 3.30487 0.0022 0.0031 0.0001
C 4.04201 1.91203 0.55359 -0.0175 -0.0025 0.0019
H 0.18810 -0.19397 3.17120 -0.0050 -0.0177 0.0145
F 0.25345 0.55754 -1.86533 0.2025 -0.1302 -0.0315
H -0.56648 -4.15403 1.74861 -0.0046 0.0160 -0.0028
N 1.99669 0.77898 0.06018 -0.0665 0.0126 -0.0170
C 2.66708 1.75742 0.69208 0.0164 0.0002 0.0113
H -2.11479 4.80765 -1.37217 -0.0007 0.0007 0.0003
H 5.82623 1.19395 -0.39304 -0.0002 -0.0008 -0.0022
H 0.41726 3.00158 -0.54346 -0.0024 0.0102 -0.0058
H 0.72713 -1.53349 4.15667 -0.0127 0.0025 0.0101
Si 0.98451 -2.20839 1.85512 0.0846 -0.0683 0.0248
C -3.42782 3.39786 -2.34181 -0.0003 0.0043 0.0000
C 0.44104 -2.39348 -0.87824 -0.0849 -0.0424 -0.0053
H 1.07859 -4.66874 1.37594 0.0069 0.0022 -0.0093
H 2.07097 -4.87164 -2.50235 -0.0030 -0.0021 -0.0024
C -2.98230 1.12347 -1.78290 -0.0022 0.0043 0.0003
C 4.06491 0.08807 -0.95939 0.0007 -0.0053 0.0072
H -1.44600 -2.71110 -3.70683 -0.0018 -0.0066 -0.0043
H 4.55731 -0.58584 -1.64554 -0.0037 -0.0008 -0.0018
C -2.42562 0.67619 1.91139 -0.0108 -0.0038 0.0281
C -4.16183 -0.76319 2.68511 0.0027 -0.0032 0.0019
H 2.17165 -0.78384 -1.30298 0.0090 0.0009 0.0069
H 4.53295 2.70922 1.09518 0.0014 0.0000 0.0017
C -3.62379 -1.77305 1.89570 0.0005 0.0059 0.0001
H -5.04405 -0.94366 3.28450 -0.0005 -0.0007 0.0020
C 2.71152 -0.02542 -0.76117 0.0030 -0.0041 0.0238
C -1.75289 2.01257 1.87445 -0.0043 -0.0049 -0.0089
C -1.67415 2.77504 -0.86551 0.0076 -0.0066 -0.0104
H 0.26753 -4.48597 -4.14266 0.0018 -0.0038 0.0012
C 0.30582 -3.90464 -3.23253 -0.0065 -0.0034 -0.0129
C 0.61069 2.38214 2.10187 0.0082 0.0007 0.0060
H 3.16646 -2.47070 2.88608 0.0218 0.0078 -0.0044
C -0.54104 -2.22119 -1.83747 -0.0032 -0.0007 -0.0099
H 3.11509 -0.92618 2.04184 -0.0091 0.0024 -0.0041
H -4.06891 -2.75679 1.85780 0.0030 -0.0022 -0.0006
F -0.21075 2.41410 -3.51392 0.0266 -0.0241 0.0150
C -2.38193 3.76872 -1.51039 0.0015 -0.0050 0.0059
H 1.86631 3.69835 0.94960 -0.0030 0.0005 0.0043
C 1.39857 -3.37221 -1.14082 0.0149 0.0249 0.0223
H 0.62934 -4.28188 3.03286 -0.0068 -0.0322 -0.0100
H 2.20508 -3.54473 -0.44098 -0.0040 -0.0058 -0.0145
H -2.03122 -2.26518 0.54722 -0.0065 -0.0016 0.0111
H -0.86873 -1.58475 3.41617 -0.0065 -0.0216 -0.0131
F -0.54421 0.15980 -4.24159 0.0196 0.0336 0.0222
F 1.28785 1.55206 -5.39799 0.0169 -0.0289 0.0172
C -3.54904 0.47566 2.69763 -0.0022 -0.0037 -0.0044
C -0.50938 3.05482 0.03418 0.0206 -0.0150 0.0637
H 2.58102 3.02742 2.37728 0.0027 0.0037 -0.0026
H -1.56904 2.33800 2.89844 -0.0023 0.0051 -0.0001
C 4.75767 1.07467 -0.27509 0.0032 -0.0062 -0.0034
H 3.37740 -2.42197 1.14094 -0.0046 0.0061 0.0079
H 0.72180 1.55087 2.79573 -0.0003 0.0145 -0.0124
N -1.90167 -0.29531 1.16115 0.0382 0.0308 -0.0143
C 0.48635 -3.99103 1.98812 -0.0255 0.0067 -0.0118
H -0.57635 4.05147 0.47820 -0.0053 0.0025 -0.0039
C -2.49393 -1.50431 1.15822 -0.0058 -0.0121 0.0211
C 0.16521 -1.27925 3.25358 0.0267 0.0369 -0.0318
N -1.95885 1.47502 -0.99705 0.0651 -0.0457 -0.0122
F 1.73345 -0.34956 -3.72966 0.0129 0.0098 0.0157
H -4.55119 1.72263 -3.10001 -0.0021 -0.0012 0.0000
As 0.83112 1.09647 -3.85593 -0.1303 0.0704 -0.0710
H 0.24306 3.23586 2.67704 -0.0008 -0.0023 0.0004
C -0.65658 -2.92959 -3.00167 -0.0017 0.0146 0.0005
N 0.40126 -1.54386 0.26210 -0.0503 0.2558 -0.0662
F -1.43863 -1.20314 -1.53598 -0.0783 -0.1501 -0.0163
C 1.94697 2.77321 1.52629 -0.0009 -0.0066 0.0032
H -2.43471 2.74246 1.43535 0.0043 -0.0047 -0.0044
C 1.32074 -4.11743 -2.30891 0.0102 -0.0075 0.0063
C -3.73767 2.05394 -2.47120 0.0014 -0.0007 0.0012
H -3.19794 0.06892 -1.86534 -0.0063 0.0014 -0.0046
N -0.45753 2.01732 1.11772 -0.0350 0.0405 -0.0066
C 2.82720 -1.97728 1.97091 -0.0040 -0.0121 0.0171
F 2.05569 1.89628 -2.96693 0.0251 0.0438 -0.0343
```
Positions in Å, forces in eV/Å.

Output
- multiplicity = 1
- HOMO level (eV) = -14.1
- LUMO energy (eV) = -6.802
- charge = +2
- ΔE to the lowest compared entry with this formula, charge and spin (kcal per mole) = 15.7
- molecular weight (g mol⁻¹) = 723.47

=====

> Among the records above, which one has the lowest charge?

C28H32N8O16

=====

> The highest multiplicity belongs to which entry?

C28H32N4Ru

=====

> Which of these has the highest ΔE to the lowest compared entry with this formula, charge and spin?

C28H33AsF7N5SiTi

=====

> Among the records above, which one has the lowest charge?

C28H32N8O16